(1)
{
  "formula": "C4H6N5O2",
  "method": "ωB97M-V with the def2-TZVPD basis set",
  "homo_lumo_gap_ev": [8.7, 8.7],
  "lumo_energy_ev": [-5.8, -5.8],
  "smiles": "OC1(O)CN=Nc2[nH+]cnn21",
  "largest_force_ev_per_a": 7.86,
  "de_lowest_kcal_mol": 60.7,
  "e_homo_ev": [-14.4480, -14.4477],
  "charge": 1,
  "species": ["O", "C", "O", "C", "N", "N", "C", "N", "C", "N", "N", "H", "H", "H", "H", "H", "H"],
  "positions_angstrom": [[1.773215, -0.854285, 1.189344], [1.219854, -0.150303, 0.139107], [1.728626, -0.513735, -1.108100], [1.355221, 1.366734, 0.187144], [0.353731, 2.220110, -0.436417], [-0.875185, 1.927105, -0.472304], [-1.281625, 0.662023, -0.159436], [-2.377387, 0.019872, -0.136339], [-2.116228, -1.352106, 0.027965], [-0.845601, -1.602558, 0.084447], [-0.245284, -0.492981, 0.040489], [1.433976, -1.749449, 1.220241], [2.263548, -1.373755, -1.169175], [1.465857, 1.722632, 1.239582], [2.350799, 1.815792, -0.249365], [-3.302241, 0.459548, -0.339516], [-2.901284, -2.104651, -0.057666]],
  "atomic_forces_ev_per_a": [[0.1, 1.6, -0.1], [0.4, -2.3, -1.6], [1.2, -1.4, -0.5], [1.9, 1.6, 0.5], [-1.6, -0.2, 0.8], [0.7, 0.8, -0.6], [7.0, -3.5, 1.1], [-2.7, -1.0, -0.4], [-1.4, -0.4, -0.7], [-1.0, -1.7, 0.5], [-1.9, 7.5, -0.3], [-0.2, -0.5, -0.1], [-1.2, 1.7, 0.7], [-0.6, -0.2, -0.4], [-1.7, -1.7, 0.5], [0.9, -0.7, 0.4], [0.3, 0.4, 0.3]]
}


(2)
{
  "formula": "C3H8FN2",
  "method": "ωB97M-V with the def2-TZVPD basis set",
  "multiplicity": 3,
  "homo_lumo_gap_ev": [6.7, 9.5],
  "lumo_energy_ev": [-3.4, -7.2],
  "largest_force_ev_per_a": 5.81,
  "de_lowest_kcal_mol": 85.9,
  "e_homo_ev": [-10.1689, -16.7102],
  "s_squared": 2.008,
  "charge": 1,
  "species": ["C", "C", "C", "N", "N", "F", "H", "H", "H", "H", "H", "H", "H", "H"],
  "positions_angstrom": [[0.268386, -1.127281, 0.475755], [0.658319, -0.487458, -0.872438], [-0.637822, 1.162048, 0.309451], [-0.137051, -0.171014, 1.449986], [-0.454419, 0.487090, -0.982069], [1.005254, 0.235615, 2.134637], [-0.535401, -1.918982, 0.476795], [1.050868, -1.825687, 0.791308], [1.503951, 0.111628, -0.744433], [0.655472, -1.357254, -1.520591], [-1.546241, 1.468531, 0.747262], [-0.119940, 2.057288, 0.407376], [-0.391167, 1.313028, -1.594191], [-1.320210, 0.052446, -1.078848]],
  "atomic_forces_ev_per_a": [[0.1, -3.3, 1.5], [-2.1, -1.1, 1.9], [-1.7, 5.0, -2.0], [4.3, -3.1, 2.3], [-0.2, 2.3, 0.7], [-1.6, -0.5, -0.3], [0.0, 1.1, -0.8], [0.5, 0.6, 0.3], [1.7, 0.4, -0.3], [0.2, 0.7, -0.9], [-1.8, -1.0, -0.3], [2.0, 1.1, -0.2], [0.3, -1.0, -0.6], [-1.9, -1.2, -1.3]]
}


(3)
{
  "formula": "C4H4Li2O2",
  "method": "ωB97M-V with the def2-TZVPD basis set",
  "multiplicity": 2,
  "homo_lumo_gap_ev": [5.6, 5.6],
  "lumo_energy_ev": [-4.3, -4.3],
  "largest_force_ev_per_a": 1.91,
  "e_homo_ev": [-9.8659, -9.8593],
  "s_squared": 0.750,
  "charge": 1,
  "species": ["H", "C", "C", "C", "C", "O", "O", "Li", "Li", "H", "H", "H"],
  "positions_angstrom": [[2.479521, 0.132177, 3.918978], [2.796666, 2.183586, 0.427268], [2.710186, 0.829304, 0.306328], [1.562379, 0.096889, 0.850199], [1.117931, -1.063019, 0.420736], [0.796471, -2.143530, 0.048915], [3.826377, 2.915231, 0.167879], [5.390553, 3.502410, -0.211830], [0.986417, -4.005551, 0.276388], [1.919085, 2.701377, 0.865163], [3.508106, 0.267093, -0.185834], [0.815898, 0.639289, 1.444235]],
  "atomic_forces_ev_per_a": [[0.0, 0.0, 0.0], [-0.1, -0.2, 0.7], [0.4, 0.0, -0.2], [-1.1, -0.3, -0.8], [0.8, 1.7, 0.4], [-0.1, -1.3, 0.1], [0.3, 0.0, -0.5], [-0.6, -0.1, 0.1], [-0.1, 0.5, -0.1], [0.3, -0.1, -0.1], [-0.2, 0.2, 0.3], [0.3, -0.2, 0.0]]
}


Please write out number 3 again, unchanged.
{
  "formula": "C4H4Li2O2",
  "method": "ωB97M-V with the def2-TZVPD basis set",
  "multiplicity": 2,
  "homo_lumo_gap_ev": [5.6, 5.6],
  "lumo_energy_ev": [-4.3, -4.3],
  "largest_force_ev_per_a": 1.91,
  "e_homo_ev": [-9.8659, -9.8593],
  "s_squared": 0.750,
  "charge": 1,
  "species": ["H", "C", "C", "C", "C", "O", "O", "Li", "Li", "H", "H", "H"],
  "positions_angstrom": [[2.479521, 0.132177, 3.918978], [2.796666, 2.183586, 0.427268], [2.710186, 0.829304, 0.306328], [1.562379, 0.096889, 0.850199], [1.117931, -1.063019, 0.420736], [0.796471, -2.143530, 0.048915], [3.826377, 2.915231, 0.167879], [5.390553, 3.502410, -0.211830], [0.986417, -4.005551, 0.276388], [1.919085, 2.701377, 0.865163], [3.508106, 0.267093, -0.185834], [0.815898, 0.639289, 1.444235]],
  "atomic_forces_ev_per_a": [[0.0, 0.0, 0.0], [-0.1, -0.2, 0.7], [0.4, 0.0, -0.2], [-1.1, -0.3, -0.8], [0.8, 1.7, 0.4], [-0.1, -1.3, 0.1], [0.3, 0.0, -0.5], [-0.6, -0.1, 0.1], [-0.1, 0.5, -0.1], [0.3, -0.1, -0.1], [-0.2, 0.2, 0.3], [0.3, -0.2, 0.0]]
}